This record from the Open Molecules 2025 dataset describes a molecular structure, C38H58AlO21 in a non-equilibrium geometry. The level of theory is wB97M-V/def2-TZVPD.

The geometry in ORCA input format:
```
! wB97M-V def2-TZVPD RIJCOSX def2/J DEFGRID3
* xyz 1 1
Al 17.633 9.897 -25.843
C 19.986 14.358 -25.232
C 19.223 13.081 -25.366
O 19.217 12.139 -24.514
O 18.664 12.804 -26.456
H 20.701 14.449 -26.049
H 20.465 14.257 -24.259
H 19.360 15.241 -25.102
O 15.443 10.939 -27.400
H 15.361 11.593 -28.121
O 16.189 7.634 -27.279
C 15.441 7.565 -28.284
O 15.941 7.724 -29.578
C 14.925 7.545 -30.489
C 13.868 6.734 -29.783
C 13.983 7.223 -28.381
H 15.404 7.089 -31.356
H 14.532 8.537 -30.710
H 14.078 5.665 -29.812
H 12.861 6.833 -30.190
H 13.775 6.544 -27.554
H 13.348 8.099 -28.254
O 17.522 7.195 -24.460
C 17.513 6.248 -23.677
O 18.480 5.318 -23.520
C 17.973 4.199 -22.792
C 16.539 4.523 -22.308
C 16.295 5.950 -22.790
H 18.634 3.989 -21.951
H 17.989 3.317 -23.432
H 16.485 4.556 -21.220
H 15.822 3.779 -22.657
H 16.193 6.768 -22.078
H 15.490 5.897 -23.523
O 17.305 9.689 -22.781
C 17.353 10.106 -21.643
O 16.237 10.440 -21.030
C 16.477 10.843 -19.743
C 17.969 10.722 -19.458
C 18.563 10.367 -20.803
H 15.847 10.198 -19.130
H 16.141 11.874 -19.642
H 18.149 9.850 -18.829
H 18.479 11.579 -19.018
H 19.132 9.439 -20.860
H 19.094 11.204 -21.258
O 20.409 10.066 -27.288
C 21.082 10.934 -27.795
O 22.033 11.698 -27.065
C 22.632 12.667 -27.873
C 22.176 12.399 -29.260
C 20.967 11.428 -29.195
H 23.716 12.634 -27.758
H 22.391 13.673 -27.529
H 22.949 11.868 -29.816
H 21.861 13.237 -29.881
H 21.103 10.554 -29.832
H 20.045 11.930 -29.489
O 14.905 8.775 -24.652
C 13.700 9.021 -24.793
O 12.865 8.095 -25.296
C 11.427 8.511 -25.198
C 11.501 9.950 -24.795
C 13.034 10.313 -24.595
H 11.038 8.036 -24.297
H 10.791 8.388 -26.075
H 11.023 10.161 -23.839
H 10.897 10.473 -25.536
H 13.321 10.762 -23.644
H 13.277 10.916 -25.469
O 17.980 10.158 -28.958
C 17.642 10.666 -30.053
O 18.490 10.784 -31.044
C 17.873 11.357 -32.227
C 16.389 11.104 -31.978
C 16.282 11.202 -30.467
H 18.307 10.851 -33.089
H 18.059 12.422 -32.370
H 16.073 10.155 -32.412
H 15.716 11.864 -32.376
H 15.555 10.517 -30.031
H 16.306 12.220 -30.077
O 18.934 7.404 -27.127
C 18.966 6.644 -28.144
O 18.597 5.399 -28.111
C 18.414 4.767 -29.406
C 19.275 5.626 -30.315
C 19.210 6.983 -29.630
H 17.365 4.799 -29.704
H 18.741 3.729 -29.352
H 18.915 5.703 -31.341
H 20.315 5.299 -30.293
H 18.405 7.602 -30.026
H 20.138 7.489 -29.895
O 20.490 8.783 -24.542
C 21.423 8.957 -23.816
O 21.430 8.495 -22.574
C 22.762 8.412 -22.062
C 23.543 8.684 -23.317
C 22.672 9.640 -24.155
H 22.863 7.393 -21.688
H 22.835 9.099 -21.219
H 23.778 7.756 -23.837
H 24.486 9.198 -23.126
H 22.868 9.683 -25.226
H 22.694 10.653 -23.754
O 15.680 11.793 -24.263
C 15.250 12.931 -24.413
O 14.546 13.642 -23.474
C 13.967 14.822 -23.986
C 14.096 14.717 -25.468
C 15.268 13.748 -25.709
H 14.332 15.754 -23.554
H 12.886 14.803 -23.852
H 14.205 15.703 -25.920
H 13.139 14.318 -25.803
H 16.192 14.318 -25.607
H 15.186 13.099 -26.580
*
```

Properties
HOMO level   -0.3943 Ha

This record from the Open Molecules 2025 dataset describes a molecular structure, C38H74BeF3O24 in a non-equilibrium geometry. The level of theory is wB97M-V/def2-TZVPD.

The geometry in ORCA input format:
```
! wB97M-V def2-TZVPD RIJCOSX def2/J DEFGRID3
* xyz 1 1
Be -4.493 -8.168 20.302
C -6.183 -5.242 20.921
O -4.993 -5.170 21.704
O -5.957 -6.253 20.030
C -7.468 -5.329 21.826
F -7.685 -4.296 22.636
F -8.587 -5.520 21.144
F -7.308 -6.416 22.634
C -4.697 -3.987 22.400
C -3.339 -4.215 23.071
H -2.612 -4.773 22.475
H -2.894 -3.254 23.329
H -3.332 -4.794 23.995
H -5.410 -3.794 23.207
H -4.710 -3.080 21.786
H -6.180 -4.257 20.435
C -2.657 0.094 21.316
C -1.948 -1.014 22.053
C -0.479 -0.841 21.723
O -0.374 0.471 21.145
C -1.572 1.213 21.364
H -3.514 0.445 21.891
H -2.950 -0.218 20.315
H -2.320 -2.001 21.783
H -2.067 -0.821 23.121
H -0.144 -1.674 21.103
H 0.140 -0.872 22.623
H -1.769 1.983 20.620
H -1.520 1.695 22.344
C -4.365 -3.389 28.408
C -3.665 -2.191 27.807
C -3.659 -2.554 26.359
O -3.493 -3.991 26.412
C -3.814 -4.594 27.656
H -5.432 -3.362 28.169
H -4.326 -3.431 29.497
H -2.651 -2.059 28.187
H -4.243 -1.296 28.043
H -2.852 -2.064 25.815
H -4.630 -2.423 25.878
H -2.978 -4.954 28.261
H -4.551 -5.393 27.569
C 0.448 -3.603 24.311
C 1.864 -3.984 24.022
C 1.722 -5.515 23.913
O 0.939 -5.755 25.070
C -0.130 -4.791 25.136
H -0.090 -3.406 23.382
H 0.357 -2.678 24.883
H 2.554 -3.735 24.828
H 2.339 -3.593 23.121
H 2.689 -6.016 23.904
H 1.198 -5.788 22.991
H -0.521 -4.671 26.146
H -1.029 -5.203 24.663
C -7.659 1.572 24.786
C -7.437 0.661 23.594
C -6.175 -0.188 23.937
O -6.097 -0.110 25.339
C -6.561 1.176 25.744
H -8.598 1.266 25.248
H -7.675 2.635 24.554
H -7.195 1.088 22.621
H -8.273 -0.035 23.542
H -5.251 0.155 23.467
H -6.422 -1.181 23.557
H -5.730 1.889 25.714
H -6.835 1.108 26.796
C -5.116 -7.008 24.479
O -3.846 -7.587 24.689
C -3.163 -8.150 23.702
O -3.431 -8.149 22.510
O -2.246 -8.895 24.287
C -1.389 -9.704 23.471
H -5.785 -7.872 24.439
H -5.141 -6.563 23.482
H -5.484 -6.276 25.193
H -0.846 -9.127 22.730
H -2.008 -10.473 23.005
H -0.717 -10.248 24.130
C -8.877 -0.709 20.267
O -7.842 -1.161 19.386
C -6.544 -1.204 19.783
O -6.153 -0.588 20.737
O -5.785 -1.829 18.888
C -6.282 -2.267 17.621
H -8.784 -1.095 21.282
H -9.837 -1.063 19.898
H -8.912 0.378 20.324
H -5.408 -2.569 17.048
H -6.744 -1.408 17.135
H -7.007 -3.073 17.729
C -0.128 -7.317 20.867
O -0.481 -6.123 20.193
C -1.738 -5.821 19.973
O -2.723 -6.467 20.271
O -1.759 -4.624 19.380
C -3.023 -4.088 19.090
H -0.588 -7.420 21.848
H 0.957 -7.304 20.906
H -0.482 -8.167 20.278
H -3.608 -3.952 20.000
H -3.525 -4.850 18.490
H -2.963 -3.129 18.582
C -11.477 -1.575 15.190
O -10.529 -2.311 15.977
C -10.974 -2.817 17.119
O -12.034 -2.683 17.663
O -9.912 -3.440 17.680
C -10.046 -4.072 18.941
H -12.434 -2.089 15.288
H -11.258 -1.576 14.125
H -11.618 -0.550 15.530
H -10.964 -4.620 19.136
H -9.872 -3.302 19.697
H -9.126 -4.644 19.050
C -10.911 -7.308 21.617
O -11.303 -8.552 22.194
C -12.368 -8.646 23.007
O -13.063 -7.747 23.389
O -12.436 -9.952 23.348
C -13.351 -10.313 24.374
H -10.661 -6.567 22.375
H -11.734 -6.941 21.001
H -10.061 -7.491 20.966
H -13.471 -11.392 24.339
H -14.288 -9.761 24.279
H -13.045 -9.991 25.372
C -5.669 -6.123 16.617
O -4.610 -6.809 15.924
C -3.840 -7.579 16.678
O -3.880 -7.704 17.882
O -2.962 -8.224 15.882
C -2.113 -9.136 16.535
H -5.267 -5.228 17.087
H -6.189 -6.775 17.316
H -6.381 -5.834 15.846
H -1.480 -9.612 15.789
H -2.611 -9.900 17.134
H -1.419 -8.666 17.236
*
```

Properties
HOMO level   -0.4060 Ha
Relative energy (zero: lowest compared OMol25 entry of this formula, charge and spin)   0.0 kcal/mol

This record from the Open Molecules 2025 dataset describes 11 unconnected molecules or ions with the total composition C49H104F18N5O16 in a non-equilibrium geometry. The level of theory is wB97M-V/def2-TZVPD.

The geometry in ORCA input format:
```
! wB97M-V def2-TZVPD RIJCOSX def2/J DEFGRID3
* xyz -1 1
C 0.533 -3.607 -1.552
C 1.220 -3.402 -0.170
C 1.424 -4.647 0.714
O 2.064 -4.377 1.969
C 2.135 -5.542 2.801
N 2.585 -2.724 -0.464
H 3.313 -3.032 -1.093
H 2.377 -1.774 -0.738
H 3.110 -2.726 0.399
H -0.390 -4.169 -1.414
H 1.184 -4.109 -2.268
H 0.297 -2.677 -2.070
H 0.611 -2.649 0.330
H 1.895 -5.437 0.129
H 0.392 -4.968 0.857
H 2.267 -5.347 3.865
H 2.922 -6.152 2.357
H 1.208 -6.115 2.802
C 4.184 3.050 -2.164
C 4.048 2.160 -3.458
C 4.921 2.688 -4.612
O 4.888 1.796 -5.725
C 5.396 2.281 -6.958
N 4.433 0.725 -3.151
H 4.273 0.081 -3.913
H 5.419 0.759 -2.935
H 3.949 0.295 -2.377
H 5.166 3.257 -1.740
H 3.436 2.865 -1.394
H 4.033 4.070 -2.518
H 3.010 2.217 -3.785
H 5.926 2.840 -4.217
H 4.554 3.684 -4.861
H 4.936 1.697 -7.756
H 6.473 2.129 -6.887
H 5.124 3.317 -7.159
C 3.143 2.116 2.350
C 4.602 1.809 2.010
C 5.392 1.496 3.324
O 6.629 0.783 3.192
C 7.837 1.500 2.881
N 4.701 0.588 1.046
H 4.611 -0.291 1.536
H 3.893 0.621 0.441
H 5.566 0.628 0.527
H 3.120 2.969 3.028
H 2.547 1.312 2.783
H 2.570 2.431 1.477
H 5.072 2.614 1.445
H 4.805 0.751 3.862
H 5.439 2.348 4.001
H 8.063 1.970 3.839
H 7.746 2.328 2.177
H 8.630 0.883 2.460
C -1.078 1.571 -6.327
C -2.311 1.178 -5.537
C -3.032 2.390 -4.922
O -2.139 3.065 -4.070
C -2.742 4.116 -3.366
N -3.268 0.381 -6.485
H -3.006 -0.564 -6.727
H -4.235 0.510 -6.224
H -3.212 0.940 -7.324
H -0.593 0.683 -6.731
H -0.365 1.962 -5.601
H -1.270 2.306 -7.110
H -2.011 0.490 -4.746
H -3.823 1.909 -4.346
H -3.315 3.051 -5.741
H -3.396 3.894 -2.523
H -3.326 4.724 -4.058
H -1.934 4.775 -3.047
C -8.943 -0.176 0.679
C -8.037 -1.316 0.103
C -6.785 -0.740 -0.487
N -5.989 -1.775 -1.397
C -4.781 -1.046 -2.065
C -3.552 -0.939 -1.085
C -3.140 -2.217 -0.376
C -4.411 -2.903 0.272
C -5.578 -3.071 -0.683
C -6.919 -2.197 -2.595
H -8.378 0.675 1.059
H -9.538 -0.574 1.502
H -9.546 0.194 -0.150
H -8.657 -1.787 -0.659
H -7.855 -2.007 0.926
H -6.198 -0.283 0.309
H -7.229 -0.052 -1.208
H -5.010 -0.098 -2.552
H -4.455 -1.677 -2.892
H -3.755 -0.211 -0.299
H -2.641 -0.665 -1.618
H -2.330 -2.173 0.352
H -2.814 -2.907 -1.155
H -4.707 -2.340 1.157
H -4.244 -3.934 0.584
H -6.481 -3.510 -0.258
H -5.278 -3.808 -1.427
H -7.293 -1.373 -3.203
H -7.743 -2.820 -2.245
H -6.420 -2.802 -3.352
C -5.896 3.242 2.286
O -4.609 2.894 2.906
O -6.419 4.293 3.105
C -5.478 3.591 0.775
F -5.369 2.431 0.073
F -6.421 4.332 0.196
F -4.238 4.263 0.707
C -4.194 1.496 2.859
C -2.676 1.521 3.113
H -2.168 0.572 2.941
H -2.300 2.265 2.411
H -2.536 1.791 4.159
H -4.387 0.932 1.947
H -4.597 1.099 3.791
H -6.558 2.377 2.320
C 4.403 -2.624 3.339
O 3.744 -1.531 4.013
O 4.621 -2.245 2.048
C 5.726 -2.993 4.237
F 6.443 -3.843 3.573
F 6.596 -1.981 4.507
F 5.360 -3.520 5.373
C 2.823 -1.828 5.024
C 2.311 -0.507 5.732
H 3.153 0.073 6.111
H 1.769 0.114 5.020
H 1.722 -0.701 6.628
H 3.350 -2.345 5.827
H 1.965 -2.450 4.771
H 3.705 -3.460 3.383
C 3.443 5.944 2.015
O 2.180 5.354 2.174
O 4.027 5.477 0.838
C 3.510 7.497 2.285
F 3.279 7.874 3.538
F 4.710 8.008 1.926
F 2.579 8.114 1.535
C 1.621 5.387 3.537
C 0.430 4.501 3.394
H -0.102 4.341 4.332
H -0.406 4.998 2.902
H 0.556 3.484 3.023
H 1.244 6.370 3.818
H 2.313 5.034 4.302
H 4.017 5.370 2.742
C 4.578 -3.299 -4.082
O 3.821 -2.107 -4.619
O 4.749 -3.212 -2.723
C 3.971 -4.600 -4.731
F 4.684 -5.648 -4.392
F 2.739 -4.833 -4.173
F 3.805 -4.584 -6.022
C 2.439 -1.901 -4.305
C 1.839 -0.891 -5.133
H 1.958 -0.990 -6.212
H 0.762 -0.969 -4.985
H 2.219 0.076 -4.805
H 2.278 -1.759 -3.236
H 1.790 -2.744 -4.545
H 5.528 -3.290 -4.616
C 1.024 0.652 -0.801
O 0.532 -0.310 0.103
O 2.352 0.238 -1.031
C -0.156 0.852 -1.990
F 0.307 1.603 -2.969
F -0.441 -0.365 -2.481
F -1.323 1.400 -1.530
C -0.092 0.188 1.277
C 0.222 -0.897 2.293
H 0.024 -0.579 3.317
H -0.349 -1.810 2.125
H 1.241 -1.278 2.358
H -1.155 0.286 1.060
H 0.356 1.130 1.596
H 1.125 1.696 -0.504
C -5.194 -1.918 4.347
O -4.306 -3.013 4.036
O -6.508 -2.418 4.141
C -4.885 -1.290 5.769
F -5.104 -2.160 6.791
F -3.653 -0.777 5.858
F -5.578 -0.240 6.215
C -2.911 -2.933 3.735
C -2.516 -4.357 3.292
H -3.207 -4.579 2.478
H -1.525 -4.473 2.852
H -2.647 -5.056 4.117
H -2.300 -2.531 4.543
H -2.779 -2.343 2.828
H -4.887 -1.142 3.646
*
```

Properties
HOMO level   -0.1329 Ha

Number 1: HOMO-LUMO gap 4.415 eV. Number 2: HOMO-LUMO gap 4.211 eV. Number 3: HOMO-LUMO gap 2.000 eV.